1.
21
Properties=species:S:1:pos:R:3:forces:R:3:lowdin_charge:R:1 method="wB97M-V/def2-TZVPD" gap_ha=0.3375 charge=0 smiles="CN(C)C(Cl)Cl.C=NC"
C 1.414 -0.086 1.084 3.198 0.871 -0.038 -0.19
N 1.062 0.151 -0.246 1.092 3.748 -2.708 -0.35
C 2.097 1.144 -0.864 -0.107 -1.076 -1.355 -0.11
C 0.674 -0.911 -1.021 0.726 -0.330 -1.876 -1.06
Cl 1.644 -2.355 -0.579 0.128 -1.363 -0.234 0.58
Cl 1.002 -0.560 -2.769 -0.277 -0.256 -0.265 0.58
H 2.416 -0.686 1.055 -1.458 1.304 0.961 0.09
H 1.442 0.946 1.482 0.496 -0.903 0.674 0.10
H 0.658 -0.608 1.527 -1.750 -1.509 1.598 0.02
H 3.020 0.648 -1.377 -1.536 0.537 1.284 0.10
H 1.642 1.755 -1.669 -0.004 -0.579 0.513 0.05
H 2.430 1.871 -0.126 -0.081 -0.470 0.374 0.07
H -0.357 -1.225 -1.113 -0.163 0.099 0.976 0.03
C -2.369 -1.328 1.016 4.559 5.479 -1.519 0.02
N -1.656 -0.162 0.904 -2.420 -5.220 1.174 -0.11
C -2.329 0.950 0.383 -3.199 1.543 -1.689 -0.21
H -1.657 -2.133 1.113 -0.802 -0.777 0.672 0.06
H -3.337 -1.284 0.580 -1.111 -0.819 0.069 0.05
H -3.227 1.324 0.961 1.037 -0.472 0.154 0.09
H -1.652 1.796 0.291 -0.035 -0.042 -0.332 0.06
H -2.920 0.754 -0.633 1.707 0.237 1.565 0.12

---

2.
21
Properties=species:S:1:pos:R:3:forces:R:3:lowdin_charge:R:1 method="wB97M-V/def2-TZVPD" gap_ha=0.3334 charge=0 de_lowest_ev=0.0000
C -1.705 0.294 -2.681 -2.491 0.321 2.045 -0.28
C -2.050 -1.308 -0.302 2.877 -0.542 -0.852 -0.32
C 2.675 -0.499 1.611 -1.573 4.617 -3.519 -0.32
C 0.578 1.437 2.132 -2.999 0.137 -3.570 -0.37
C 0.454 0.104 -0.720 0.129 -1.269 3.327 -1.60
P -1.341 0.357 -0.849 -0.586 0.500 0.645 0.75
P 0.817 -0.307 1.545 -0.589 0.896 -2.098 0.86
Cl 1.446 1.420 -1.185 0.387 0.793 -0.455 0.55
Cl 0.983 -1.408 -1.397 0.635 -0.838 -0.742 0.51
H -2.418 1.096 -3.037 0.732 -1.135 0.567 0.06
H -2.081 -0.721 -2.712 -0.490 -0.030 -0.921 0.01
H -0.826 0.340 -3.190 2.520 0.193 -1.684 -0.02
H -3.013 -0.973 -0.330 -3.109 0.397 0.263 -0.04
H -1.766 -1.523 0.777 -0.211 -0.163 -1.659 0.03
H -1.976 -2.126 -1.129 0.353 1.105 1.896 0.07
H 2.878 -1.399 2.004 1.097 -3.121 1.223 -0.04
H 3.045 0.376 2.191 0.131 -0.807 -0.448 0.04
H 2.940 -0.380 0.473 0.166 -0.397 2.230 0.04
H -0.608 1.606 2.049 2.742 -0.065 0.167 0.07
H 1.149 2.261 1.642 -0.444 -0.762 0.201 0.04
H 0.818 1.350 3.110 0.722 0.169 3.383 -0.04

---

3.
23
Properties=species:S:1:pos:R:3:forces:R:3:mulliken_spin:R:1 method="wB97M-V/def2-TZVPD" gap_ha="0.2080 / 0.2378" charge=0 multiplicity=3 de_lowest_ev=0.1447
C -1.778 -1.425 -0.123 -0.439 0.197 3.834 0.00
C 0.578 2.784 -0.675 3.263 2.380 3.110 0.74
C 1.382 -1.498 0.611 0.215 -1.260 3.268 -0.01
C 2.477 -0.754 -0.083 -0.370 0.255 0.037 -0.02
C -0.911 -0.411 0.573 0.043 -0.678 -1.176 0.02
N -0.162 2.239 -1.536 -0.850 -0.703 -4.854 0.99
N 0.269 -0.682 1.178 2.445 -0.092 -0.397 0.01
N -1.400 0.741 0.842 -1.851 0.670 0.008 0.00
O -2.794 0.887 0.589 -0.116 2.082 1.568 0.00
O -0.903 1.660 1.543 0.479 0.307 0.734 0.04
Cl 3.274 0.402 1.060 -0.105 -0.518 -0.622 0.01
H -1.379 -2.375 0.126 0.570 -1.072 0.120 0.00
H -2.705 -1.358 0.532 0.513 -0.231 -1.571 0.00
H -1.912 -1.405 -1.154 -0.443 0.714 -1.620 0.00
H 1.527 3.454 -0.719 -1.744 -1.325 -0.510 0.11
H 0.317 2.436 0.309 0.114 0.148 1.132 0.03
H -2.989 1.648 1.272 0.565 -1.871 -1.830 0.00
H 1.862 -2.054 1.537 -0.877 1.119 -1.651 0.00
H 1.061 -2.325 0.004 -0.628 -0.117 -0.543 0.00
H 2.045 -0.212 -0.901 -0.021 0.784 -0.349 0.02
H 3.157 -1.477 -0.521 0.538 0.121 0.353 0.00
H -0.162 2.317 -2.564 -0.649 -0.485 0.904 0.05
H 0.696 0.166 1.582 -0.649 -0.426 0.053 0.00

---

4.
40
Properties=species:S:1:pos:R:3:forces:R:3:lowdin_charge:R:1 method="wB97M-V/def2-TZVPD" gap_ha=0.3486 charge=0
Li -0.084 0.012 -0.065 0.284 -0.710 1.015 0.61
C -2.823 1.451 -2.025 -0.575 -0.647 0.513 -0.64
F -2.761 1.519 -0.680 0.333 -0.090 -0.328 0.11
F -3.814 0.605 -2.329 -0.048 0.041 -0.061 0.12
F -3.153 2.647 -2.472 0.480 -0.017 -0.173 0.17
S -1.268 0.723 -2.814 -0.653 1.529 -1.101 0.63
O -1.472 -0.678 -2.967 0.077 -0.750 1.076 -0.27
O -1.168 1.442 -4.065 0.097 -0.325 1.317 -0.27
N -0.134 1.090 -1.642 -1.221 -0.384 -1.832 -0.37
S 0.894 2.046 -2.401 2.251 2.270 -1.423 0.58
O 1.699 1.370 -3.389 0.009 -0.482 0.930 -0.28
O 0.362 3.306 -2.845 -0.198 -0.141 0.846 -0.28
C 2.061 2.598 -1.019 -0.390 -0.907 -0.330 -0.66
F 3.024 3.351 -1.508 0.045 0.362 -0.472 0.16
F 1.372 3.324 -0.136 0.238 -0.437 0.279 0.13
F 2.673 1.539 -0.453 -0.516 0.277 0.322 0.11
C -2.338 -1.242 1.708 -0.086 1.649 0.652 -0.63
O -1.773 -1.216 0.628 0.187 -0.552 -0.221 0.01
N -2.074 -0.295 2.690 0.177 -1.207 -0.894 0.16
N -3.362 -2.059 2.113 0.504 -0.042 -0.686 0.16
H -2.838 -0.180 3.326 0.258 0.859 0.348 0.09
H -1.407 0.413 2.423 -0.222 0.254 0.321 0.08
H -3.533 -2.907 1.599 -0.034 0.032 0.128 0.11
H -3.487 -2.031 3.105 -0.346 -0.658 0.120 0.09
C 1.230 -2.507 -0.708 0.174 1.569 1.057 -0.63
O 1.303 -1.564 0.114 -0.440 -1.050 -0.328 -0.06
N 1.601 -3.785 -0.426 0.357 0.403 -0.014 0.17
N 0.763 -2.304 -1.931 -0.065 -0.137 -2.251 0.20
H 1.413 -4.109 0.505 0.277 -0.235 -0.087 0.11
H 1.674 -4.391 -1.221 -0.252 -0.569 0.400 0.10
H 0.489 -1.415 -2.321 0.138 0.315 0.669 0.07
H 0.977 -2.934 -2.689 -0.221 -0.385 0.308 0.12
C 1.616 0.799 2.430 -0.265 0.015 -0.586 -0.65
O 0.754 0.772 1.542 -0.771 1.073 0.628 -0.08
N 1.695 1.745 3.416 -0.480 -0.833 -0.971 0.18
N 2.540 -0.153 2.410 1.917 -1.873 0.041 0.18
H 1.047 2.505 3.319 0.196 0.189 0.411 0.11
H 2.411 1.657 4.111 -0.093 0.467 0.146 0.10
H 2.569 -0.817 1.646 -0.853 0.299 -0.234 0.09
H 3.322 -0.328 3.019 -0.270 0.830 0.465 0.11

---

5.
32
Properties=species:S:1:pos:R:3:forces:R:3:lowdin_charge:R:1 method="wB97M-V/def2-TZVPD" gap_ha=0.3116 charge=-1
C -2.212 2.718 -1.033 0.439 0.440 -0.528 -0.03
C -2.276 1.280 -0.703 -0.787 0.013 0.372 -0.44
C -3.218 0.439 -1.516 0.219 0.306 0.562 -0.02
N -1.628 0.717 0.245 0.575 -1.294 -1.205 -0.04
S -0.001 0.636 0.055 0.543 1.593 1.295 0.40
O 0.488 -0.306 1.012 -0.083 -0.899 0.234 -0.39
O 0.564 1.952 0.232 0.068 0.838 -0.338 -0.35
N 0.244 0.233 -1.493 0.353 -0.954 1.142 -0.34
S 0.641 -1.313 -1.692 -1.888 0.333 -1.345 0.07
O -0.327 -2.239 -1.165 0.233 -0.266 1.351 -0.40
O 0.815 -1.497 -3.094 0.953 0.156 -1.190 -0.42
I 2.868 -1.732 -0.798 -0.054 -0.083 0.203 0.61
H -1.432 3.242 -0.499 0.274 -0.038 0.106 0.07
H -2.076 2.815 -2.106 0.129 0.190 -0.230 0.09
H -3.159 3.202 -0.811 -0.353 -0.125 0.108 0.09
H -3.271 0.826 -2.525 -0.320 0.107 -0.186 0.08
H -2.790 -0.552 -1.519 -0.108 -0.382 -0.037 0.08
H -4.183 0.437 -1.018 -0.338 -0.108 -0.179 0.09
C 3.650 2.390 0.550 -0.064 -0.131 -0.146 0.04
N 4.986 1.866 0.142 -0.202 0.033 0.043 -0.45
O 5.008 0.991 -0.696 0.292 0.145 0.047 0.01
O 5.968 2.350 0.682 -0.070 -0.079 -0.081 0.03
H 2.879 1.870 -0.005 0.021 -0.024 0.007 0.06
H 3.542 2.212 1.615 0.037 0.055 0.028 0.10
H 3.638 3.453 0.330 0.059 0.029 0.083 0.10
C -1.040 -3.384 1.729 -0.101 0.277 0.027 0.04
N -1.511 -4.125 2.935 0.035 0.034 -0.076 -0.45
O -2.109 -3.504 3.792 0.038 -0.142 -0.041 0.05
O -1.266 -5.317 2.986 -0.057 0.108 0.056 0.04
H -1.327 -2.344 1.826 0.047 0.026 0.013 0.09
H 0.040 -3.480 1.683 0.007 -0.067 -0.073 0.10
H -1.506 -3.835 0.860 0.104 -0.091 -0.022 0.10